(1)
C2H8N2O3 as an isolated structure in a non-equilibrium geometry. Source: the Open Molecules 2025 dataset; level of theory: wB97M-V/def2-TZVPD.

Output
Highest occupied orbital energy in eV: -8.291
Strongest force on any atom in eV/A: 4.13
LUMO energy in hartree: 0.02185
M in g mol⁻¹: 108.1
Relative energy (zero: lowest compared OMol25 entry of this formula, charge and spin) in eV: 3.632

CARTESIAN COORDINATES (ANGSTROEM)
C1 1.09117 -0.23721 -0.15451
C2 -0.06912 1.17314 0.72095
N1 -0.52192 -1.52483 -1.18042
N2 0.40957 -1.46659 -0.05465
O1 -0.71852 2.20083 0.01248
O2 -1.17030 0.53800 1.39878
O3 0.84239 1.67107 1.67294
H1 1.99252 -0.13565 0.46930
H2 1.23568 0.01911 -1.15807
H3 -0.86288 -2.50454 -1.17795
H4 -1.35674 -1.00983 -0.79695
H5 -0.09560 -1.51275 0.88736
H6 -1.55843 1.79483 -0.33576
H7 -1.44031 1.34200 1.97460
H8 1.51466 2.35967 1.29580

Löwdin population analysis, charges in e, atoms 1 to 4:
1. C -0.06
2. C -0.54
3. N -0.01
4. N -0.19

(2)
A 2-piece molecular cluster, C5H11NO overall. Source: the Open Molecules 2025 dataset; level of theory: wB97M-V/def2-TZVPD.

Output
Highest occupied orbital energy in eV: -7.332
Strongest force on any atom in eV/A: 0.30
LUMO energy in hartree: 0.03819
M in g mol⁻¹: 101.1
Relative energy (zero: lowest compared OMol25 entry of this formula, charge and spin) in eV: 5.418

CARTESIAN COORDINATES (ANGSTROEM)
C1 -2.01344 -1.55554 -0.52118
C2 -0.84612 -1.28426 0.40102
C3 0.57729 -1.28943 -0.01732
N1 -0.03710 -0.11019 0.09302
C4 -0.11387 1.18004 0.00083
C5 0.99875 1.95392 -0.65004
O1 2.26570 1.37767 -0.39948
H1 -2.92235 -1.02394 -0.21641
H2 -2.22938 -2.62862 -0.50443
H3 -1.76389 -1.27576 -1.55033
H4 -1.06161 -1.42394 1.46526
H5 1.08563 -1.66059 -0.89905
H6 1.66027 -0.45282 1.97497
H7 -0.99090 1.66390 0.42022
H8 1.71665 0.14281 2.43286
H9 0.89815 1.97061 -1.74555
H10 0.94453 3.00490 -0.31866
H11 2.31866 1.20565 0.55211

Löwdin population analysis, charges in e, atoms 1 to 4:
1. C -0.06
2. C -0.28
3. C -0.06
4. N -0.13